84
Properties=species:S:1:pos:R:3:lowdin_charge:R:1 method="wB97M-V/def2-TZVPD" total_charge=+2 orbital_gap_ha="0.1705 / 0.1699" fmax_ev_per_a=3.5 total_energy_ha=-2561.2617 lumo_energy_ev="-8.74 / -8.75" e_above_lowest_kj_mol=173.8
C -0.3986 -2.8931 0.6378 -0.22
C -2.9193 -0.1516 -1.4763 -0.05
C -0.5032 -4.2405 0.1194 0.05
H -2.9803 -1.4984 -4.7968 0.13
C 2.0884 2.7293 4.3291 -0.03
C 2.9166 -5.4620 3.4002 -0.05
H 0.1403 -4.0240 -3.2647 0.12
C 0.5747 0.1624 4.1634 0.04
C -0.0936 2.7533 -0.8564 -0.19
C 0.1434 -1.3568 2.5591 -0.20
C -0.3394 -4.2765 -5.3272 -0.03
H 3.5083 3.2629 5.8343 0.12
H -3.8689 -0.5982 -1.2121 0.13
C -2.0614 -2.8252 -6.1969 -0.03
N -0.1343 -0.1416 2.0124 0.02
C -0.5050 -3.7271 -4.0769 0.00
C 0.5910 -1.1702 3.9197 0.06
C 0.9144 3.0787 3.6468 -0.17
C 0.8030 5.1003 4.9688 -0.03
H 0.6944 4.8205 -1.1391 0.14
H -0.2171 -5.1322 0.6460 0.13
F -4.4554 3.4318 1.9205 0.22
H 0.2835 6.0080 5.2405 0.12
H 2.1960 3.1507 -2.1494 0.12
C -1.1224 -3.8350 -6.3906 -0.01
C 0.4513 2.6114 -3.3050 -0.15
H -1.0005 -4.2730 -7.3705 0.12
C 2.3283 -3.6614 1.9325 -0.02
C -1.3865 1.3057 -2.2577 -0.24
C -2.2298 -2.2616 -4.9520 0.01
C -2.5384 1.1804 -1.3640 -0.10
C -1.6440 -2.1265 -2.5668 0.01
C -0.0449 2.4263 -4.6112 0.01
C 0.7683 2.6447 -5.7006 -0.04
H 1.0215 4.7328 1.5131 0.13
C 0.3543 2.1837 2.6242 0.02
H -3.1458 2.0110 -1.0255 0.13
H -1.3764 -4.9438 -1.7543 0.13
H 0.7978 0.6573 5.0903 0.13
O -3.4998 -1.1429 1.8818 0.27
H 2.7236 3.1969 -6.3850 0.12
B -3.1473 3.1433 1.8114 -1.22
F -2.9705 1.6506 1.9393 0.00
C 0.3003 4.3016 3.9561 -0.01
N -0.9075 -2.0143 -0.2571 0.12
H -1.0743 2.1306 -4.7502 0.12
C -0.3731 2.2903 -2.1737 0.01
H 1.3827 -6.1431 4.7261 0.12
C 0.6993 -4.5276 3.4926 -0.03
H 2.5803 -2.9604 1.1472 0.13
N -2.7173 -0.6830 1.2129 -0.19
C 0.6299 3.9642 0.8741 0.07
C 1.0390 -3.6361 2.4823 -0.23
C 3.2628 -4.5677 2.3959 -0.05
H 0.8391 -1.9595 4.6068 0.13
H 2.6219 1.8320 4.0448 0.12
F -2.6277 3.4205 0.5398 0.11
H -2.6602 -2.4861 -7.0292 0.12
C 0.1496 -2.5976 1.8992 0.00
N -1.1849 0.1739 -2.9678 0.24
C -1.9871 -0.7348 -2.4357 -0.26
C 1.7877 3.0332 -3.1429 0.00
H 3.6427 -6.1779 3.7554 0.12
Ru -1.5529 0.3203 0.5101 1.52
C 2.6051 3.5510 5.3152 -0.05
H 0.4092 -5.0415 -5.4754 0.12
C 2.0918 3.0386 -5.5228 -0.02
C 1.6372 -5.4433 3.9436 -0.05
H 0.3863 2.5078 -6.7017 0.12
C 0.4825 4.0047 -0.4726 0.04
C 1.9589 4.7375 5.6454 -0.04
C -1.0690 -4.1450 -1.1047 0.02
C 0.1977 0.8100 2.9324 -0.17
H 2.3573 5.3694 6.4251 0.12
H 4.2609 -4.5802 1.9814 0.12
C -1.2723 -2.7382 -1.3548 -0.20
F -2.3457 3.6816 2.7828 0.17
H -0.6002 4.5937 3.4397 0.11
H -0.2949 -4.5072 3.9175 0.13
C 2.5960 3.2344 -4.2398 -0.04
C -1.4675 -2.7188 -3.8569 -0.15
N -0.2926 1.9593 0.2361 0.00
C 0.1680 2.6735 1.3144 -0.20
H 3.6249 3.5337 -4.1029 0.12